This record from OMol25 describes a structure of composition C45H56CaCl4Cs2F10LiN2O14PS2 at a distorted geometry. The level of theory is ωB97M-V/def2-TZVPD.

2S+1: 2
HOMO (alpha / beta) in eV: -7.778 / -8.723
Molar mass in g mol⁻¹: 1588.67
Total charge: +1
Expectation value of S²: 1.7959
Energy in hartree: -7612.1839
Gap between HOMO and LUMO (alpha / beta) in eV: 2.61 / 3.56

The geometry in XYZ format:
```
138
Properties=species:S:1:pos:R:3:forces:R:3:mulliken_spin:R:1
C -6.960 5.196 5.473 -0.552 -0.040 0.544 0.000
C -7.977 4.193 6.234 0.797 0.253 -0.314 0.000
O -7.376 2.852 6.165 -2.039 0.314 -1.234 0.000
C -8.214 1.973 5.348 0.760 -0.032 0.210 0.000
C -7.304 0.680 5.002 -1.289 0.502 0.838 -0.001
O -6.185 0.658 5.937 0.444 -1.172 -2.124 0.000
C -4.916 0.374 5.293 0.619 1.223 -0.246 0.000
C -4.071 1.789 5.193 -0.339 -0.848 -0.124 0.001
O -3.121 1.632 4.091 -0.630 0.358 -0.577 0.001
C -3.493 2.407 2.920 2.154 3.338 2.441 0.016
C -2.620 2.201 1.558 1.797 -0.829 -1.912 -0.148
C -1.810 0.865 1.327 -0.391 1.897 -1.370 0.291
C -0.967 0.688 -0.017 -0.981 3.256 -0.347 0.133
C -0.924 1.886 -1.036 -0.611 -1.635 1.326 0.001
C -0.045 1.529 -2.331 2.552 -0.598 -2.048 -0.015
C 1.507 1.296 -2.199 -1.455 -0.663 -3.689 -0.006
C 2.291 0.897 -3.490 -4.446 0.615 0.423 0.011
C 1.449 0.749 -4.782 0.264 0.437 1.712 -0.004
N 0.049 0.963 -4.946 2.343 0.295 4.544 0.003
C -0.636 1.318 -3.748 1.185 0.206 1.232 -0.006
C -1.692 3.282 -0.839 0.889 -3.444 1.406 0.268
S -1.415 4.516 -2.146 -5.685 3.136 -3.843 0.023
O -1.884 4.086 -3.534 2.602 -0.472 3.945 0.010
O -2.113 5.856 -1.942 2.678 -3.693 1.380 0.004
C 0.394 5.095 -2.302 0.675 1.553 -2.554 0.033
F 0.282 6.246 -3.168 0.127 -2.864 2.015 0.006
F 1.219 4.205 -3.023 -1.392 1.700 2.157 0.001
C 1.014 5.671 -0.943 0.462 2.622 1.291 -0.020
F 0.041 5.973 0.064 1.977 -1.234 -2.721 0.002
F 1.616 6.942 -1.244 -1.247 -3.229 0.248 0.000
C 2.129 4.764 -0.221 -1.421 -0.361 1.992 0.007
F 2.199 5.272 1.186 -0.258 -3.275 -3.487 0.061
F 1.609 3.456 -0.089 1.607 2.946 -0.509 0.022
C 3.638 4.839 -0.818 2.457 0.664 1.184 -0.014
F 4.290 3.613 -0.490 -1.673 2.654 -1.528 -0.001
F 4.368 5.818 -0.092 -1.494 -2.774 -2.251 0.004
F 3.747 5.201 -2.163 -0.512 -1.561 3.248 0.000
C -2.614 3.430 0.463 1.206 -2.304 1.694 0.312
P -3.672 5.027 0.661 -2.814 0.498 -4.638 -0.003
O -4.555 5.046 -0.623 2.782 -0.126 3.657 0.015
O -2.779 6.446 0.878 -1.494 -2.773 1.527 0.009
O -4.864 5.020 1.898 1.843 -0.992 -0.028 -0.003
C -0.173 -0.700 -0.247 -0.068 -0.774 -0.764 -0.005
O -0.178 -1.358 -1.309 0.188 2.351 3.452 0.040
C 0.588 -1.207 1.092 0.483 -0.279 1.911 -0.007
C 2.015 -1.818 1.065 -1.950 0.236 3.249 -0.005
C 2.658 -2.254 2.423 -3.973 1.887 -0.279 0.004
C 1.836 -2.015 3.738 -0.893 0.692 -2.838 0.000
C 0.398 -1.411 3.763 1.064 -0.203 -2.742 -0.003
C -0.460 -1.153 5.097 -0.239 1.221 -0.583 -0.001
C -1.432 -2.378 5.477 2.001 -0.483 -1.740 0.001
C -0.846 -3.691 4.780 -0.623 -1.171 1.487 0.000
F -1.419 -2.539 6.932 -0.782 0.282 -1.445 0.000
C -0.251 -1.016 2.420 3.181 -0.914 -0.598 -0.010
C -1.742 -0.410 2.269 -0.465 -0.631 0.602 0.013
O -2.716 -0.986 2.821 2.674 2.129 -1.544 0.045
H -6.379 4.661 4.633 -1.160 0.758 1.197 0.000
H -7.579 6.074 5.047 1.347 -1.266 0.692 0.000
H -6.177 5.547 6.236 -1.187 -0.282 -1.262 0.000
H -9.017 4.208 5.733 1.606 -0.024 0.924 0.000
H -8.051 4.446 7.353 -0.071 -0.201 -1.805 0.000
H -8.513 2.492 4.356 0.322 -0.734 1.547 0.000
H -9.154 1.694 5.942 1.269 0.310 -0.948 0.000
H -7.973 -0.243 5.173 1.255 1.185 -0.528 0.000
H -7.006 0.760 3.900 -0.055 -0.339 1.570 0.000
H -5.014 -0.056 4.220 0.082 0.605 1.753 0.000
H -4.290 -0.385 5.900 -1.076 1.170 -0.743 -0.001
H -3.494 2.016 6.166 -0.894 -0.424 -1.635 0.000
H -4.798 2.652 4.991 0.862 -1.209 0.374 0.001
H -4.660 2.339 2.763 6.773 2.651 5.666 -0.006
H -3.285 3.523 3.247 -0.469 -1.881 -0.878 -0.004
H 2.080 1.379 -1.220 -1.096 -0.059 -1.359 -0.002
H 3.416 0.676 -3.508 -2.032 0.428 0.047 0.000
H 2.031 0.425 -5.725 -1.090 0.658 1.633 -0.001
H -1.776 1.469 -3.840 2.131 -0.232 0.030 0.001
H -2.518 6.561 1.831 -0.227 -0.097 -1.126 0.000
H -5.418 4.198 1.897 0.845 1.753 -0.365 0.001
H 2.574 -1.964 0.070 -1.133 0.296 1.763 0.000
H 3.700 -2.730 2.423 -1.852 0.860 0.192 0.000
H 2.325 -2.304 4.726 -0.842 0.465 -1.504 0.000
H -1.117 -0.228 4.857 1.064 -1.420 0.413 0.002
H 0.214 -0.805 5.970 -1.028 -1.047 -1.332 0.000
H -2.525 -2.187 5.118 1.890 -0.217 0.398 0.000
H 0.273 -3.854 5.016 -1.735 0.732 -0.560 0.000
H -1.385 -4.584 5.265 0.773 1.467 -0.929 0.000
H -1.080 -3.759 3.661 0.425 0.423 1.697 0.000
Cs -5.457 1.698 1.473 -6.615 -4.621 -8.378 -0.002
C 6.888 -2.108 -7.268 -0.690 1.165 -0.556 0.000
C 5.531 -1.395 -7.493 0.506 -1.089 -0.517 0.000
C 5.221 -1.327 -9.010 -0.162 0.084 0.117 0.000
C 6.069 -0.300 -9.748 -0.910 0.056 -0.276 0.000
C 5.931 1.073 -9.098 0.319 -0.087 -0.043 0.000
C 6.239 1.067 -7.577 0.361 0.679 -0.053 0.000
N 5.541 -0.040 -6.840 -1.120 0.398 0.802 0.000
O 4.220 0.347 -6.672 1.202 -0.127 -0.053 0.001
C 7.770 0.966 -7.358 -0.356 0.834 -0.098 0.000
C 5.891 2.471 -7.014 -0.501 -0.334 -0.012 0.000
C 4.519 -2.371 -6.838 -0.300 0.615 0.119 0.000
H 6.869 -3.120 -7.690 0.042 0.147 0.337 0.000
H 7.733 -1.621 -7.740 -1.722 -1.024 2.008 0.000
H 7.107 -2.206 -6.197 -0.344 -0.095 -0.680 0.000
H 4.165 -1.080 -9.164 0.125 0.061 0.173 0.000
H 5.371 -2.310 -9.471 -0.048 -0.035 0.248 0.000
H 7.114 -0.613 -9.772 -4.290 0.559 -1.382 0.000
H 5.744 -0.243 -10.793 0.082 0.020 0.077 0.000
H 6.595 1.778 -9.616 -0.046 0.169 0.166 0.000
H 4.912 1.433 -9.271 0.103 -0.071 0.285 0.000
H 8.006 0.717 -6.318 0.119 0.725 -0.675 0.000
H 8.268 1.919 -7.576 -0.119 -0.044 0.160 0.000
H 8.258 0.244 -8.011 -2.954 4.975 5.745 0.000
H 4.851 2.751 -7.196 0.076 -0.364 0.201 0.000
H 6.501 3.245 -7.491 0.133 -0.274 -0.050 0.000
H 6.079 2.521 -5.935 -0.108 -0.089 0.008 0.000
H 4.679 -2.438 -5.758 0.017 0.053 -0.111 0.000
H 4.630 -3.379 -7.250 0.288 0.180 -0.025 0.000
H 3.481 -2.080 -7.015 0.247 0.243 0.071 0.000
O -1.482 -6.790 5.296 1.039 -1.246 -0.255 0.001
S -1.054 -8.154 5.444 -0.388 -0.154 0.254 0.000
O 0.024 -8.703 4.660 -0.401 0.378 0.106 -0.003
O -2.342 -9.125 5.305 0.820 0.282 0.535 -0.006
C -3.131 -9.035 4.121 -0.530 0.252 -0.827 -0.007
C -2.429 -9.667 2.931 0.815 -0.036 0.719 -0.084
C -0.710 -8.469 7.151 -0.113 -0.142 0.079 -0.001
H -3.400 -7.994 3.916 0.136 0.011 0.169 -0.001
H -4.060 -9.574 4.316 0.267 0.090 0.343 -0.003
H -1.526 -9.111 2.664 -0.142 0.038 -0.245 -0.027
H -3.088 -9.680 2.036 0.174 0.268 -0.080 -0.031
H -2.123 -10.689 3.162 -0.089 0.073 -0.050 0.010
H -1.533 -8.093 7.756 0.014 -0.016 -0.114 0.000
H 0.213 -7.944 7.404 -0.100 -0.004 -0.177 0.000
H -0.576 -9.541 7.294 -0.023 0.082 -0.054 0.000
Cl 7.659 -3.718 -5.081 0.944 0.580 1.699 0.000
Cl -4.682 -10.728 2.075 -0.736 -0.446 -0.374 -0.848
Li -3.607 -2.618 6.548 0.279 -1.500 -0.166 0.000
Ca 7.862 -0.377 -4.677 -1.635 -2.377 0.271 -0.001
Cl 2.730 7.329 1.214 0.257 2.843 1.203 0.927
Cl -3.603 -5.144 5.255 -1.369 1.609 0.668 0.000
Cs 8.817 -0.809 -9.115 10.656 -5.515 -7.875 0.000
```
Forces are in eV/Å.

---

This record from OMol25 describes a cluster of 3 separate species, C7H14O2 in total at a distorted geometry. The level of theory is ωB97M-V/def2-TZVPD.

HOMO in eV: -8.623
ΔE to the lowest compared entry with this formula, charge and spin in kcal per mole: 120.9
Molar mass in g mol⁻¹: 130.19
Total charge: 0
Energy in hartree: -425.4125
Gap between HOMO and LUMO in eV: 9.59

The geometry in XYZ format:
```
23
Properties=species:S:1:pos:R:3:forces:R:3:nbo_charge:R:1
C -1.457 -0.346 0.397 0.491 -0.548 -0.621 0.230
C 0.155 -2.634 0.156 -0.069 0.049 0.059 -0.258
C -2.005 0.193 -0.884 0.120 -0.099 -0.039 -0.670
C -0.928 0.550 1.381 0.987 0.146 0.287 -0.819
O 0.025 -1.319 -0.368 -0.447 0.468 0.388 -0.669
H -1.922 -1.261 0.753 0.038 0.019 -0.010 0.193
H 0.315 -2.621 1.240 -0.013 0.009 -0.055 0.178
H 1.007 -3.129 -0.316 -0.059 0.056 0.013 0.196
H -0.748 -3.206 -0.070 0.035 0.030 0.005 0.176
H -2.155 -0.591 -1.623 -0.036 0.011 0.018 0.227
H -1.020 1.605 1.128 -0.248 0.000 -0.041 0.233
H -2.965 0.677 -0.674 0.056 -0.041 0.048 0.231
H -1.329 0.945 -1.292 0.001 0.001 0.041 0.242
H -1.213 0.327 2.406 -0.010 -0.027 -0.031 0.234
H 0.315 0.425 1.301 -0.859 0.081 0.007 0.398
C 2.330 1.177 0.209 0.060 -0.348 0.230 -0.136
O 1.620 0.104 0.771 0.160 -0.265 -0.395 -0.825
C 1.629 1.844 -0.899 -0.197 0.110 -0.236 -0.002
C 1.049 2.372 -1.809 0.135 -0.108 0.203 -0.292
H 0.893 -0.710 0.003 -0.007 0.397 0.243 0.520
H 2.550 1.929 0.979 -0.035 -0.058 -0.062 0.188
H 3.302 0.828 -0.168 -0.068 0.078 0.005 0.192
H 0.551 2.842 -2.620 -0.035 0.039 -0.058 0.234
```
Forces are in eV/Å.